52
Properties=species:S:1:pos:R:3:forces:R:3:nbo_charge:R:1 method="wB97M-V/def2-TZVPD" lumo_ev=-2.9 e_homo_ev=-13.113 relative_energy_ev=3.069 gap_ev=10.187 total_charge=+1
H -1.34270 -4.99517 -1.42198 0.0 -0.1 0.1 0.479
H -0.98812 2.65677 -4.55395 0.0 0.0 0.0 0.496
O 1.81390 -1.99311 2.67972 -0.7 0.5 0.1 -0.978
O -1.27814 1.86337 -4.09031 -0.1 0.2 -0.4 -0.963
H -3.89327 0.30276 -0.03822 0.5 -0.1 0.0 0.217
H 2.76467 -2.07257 -2.60704 0.2 -0.1 0.0 0.463
N -1.51318 1.02531 -1.19121 -2.2 0.9 -0.4 -0.439
H -1.47503 -1.90175 -2.22981 -0.1 0.0 0.1 0.473
H 2.97689 3.63691 2.18881 0.7 -0.2 0.1 0.503
O 2.63697 2.75166 2.05376 -1.2 0.0 -0.3 -0.986
O -3.33590 2.71141 0.93344 0.4 -0.4 -0.1 -0.972
H -1.70021 -1.64896 1.46451 0.1 -0.2 -0.1 0.485
H -4.79716 0.23062 -1.57160 0.2 0.3 -0.4 0.225
C -3.84484 0.45780 -1.11025 -0.9 0.3 1.0 -0.321
H -0.05408 -5.12783 -0.59281 -0.1 -0.1 0.0 0.480
O -0.98222 -1.61187 2.10407 -0.1 0.1 0.1 -0.970
H 3.96398 0.16262 0.69568 0.4 -0.7 0.1 0.474
H -0.13491 0.67612 -2.73387 -0.2 0.0 -0.1 0.256
O 0.67413 1.04801 2.97117 0.9 1.7 -0.5 -0.974
H -2.85009 1.07721 -2.82258 0.0 0.3 -0.1 0.214
H -1.98606 1.50085 -4.63428 0.1 0.1 -0.2 0.481
H 1.38594 1.70614 2.80070 0.7 -1.2 0.3 0.481
H -1.79368 -0.03325 3.51993 0.4 0.1 -0.7 0.494
H -2.16423 1.03176 4.46205 0.0 0.5 -0.1 0.472
H 0.28815 3.11450 0.78651 0.0 0.2 0.5 0.499
H 3.51490 -2.83768 -0.53972 0.1 -0.1 0.2 0.469
H 1.85254 -3.12158 -1.92385 0.3 0.1 -0.3 0.498
H -1.23806 2.82268 1.22226 0.2 0.3 0.2 0.509
H 1.58244 -1.08760 2.94998 0.5 0.1 0.0 0.492
C -0.35807 0.94519 -1.72159 -0.4 0.4 1.7 0.175
O -0.55778 2.73775 0.54172 0.0 -0.1 -0.3 -1.001
H -0.22901 -1.25613 1.61573 -0.1 0.1 0.0 0.488
O 3.06699 -0.14353 0.83642 -0.5 0.9 -0.4 -0.990
O -1.90766 0.92952 3.53684 -0.7 -0.4 0.6 -0.967
H 2.50487 1.44050 -0.72586 0.1 -0.2 0.0 0.479
H 0.03489 1.75126 2.79718 -1.3 -1.0 0.4 0.472
O -0.96171 -1.68223 -1.44318 0.1 -0.2 -0.3 -0.970
O -0.44637 -4.65781 -1.33391 0.1 0.2 -0.1 -0.957
H 3.29314 0.91664 -1.91737 0.0 0.0 0.0 0.473
H -1.65905 1.28442 -0.22075 1.2 0.1 0.3 0.456
O 1.87799 -2.43119 -2.60789 -0.7 0.0 0.1 -0.964
H 3.38086 -4.10652 0.33403 0.0 0.1 0.0 0.492
H 3.00555 -1.06046 1.12361 0.3 -0.1 0.3 0.514
O 3.11674 -3.71168 -0.50357 -0.1 -0.1 0.0 -0.955
H 0.94290 -2.39586 2.82610 0.3 -0.5 -0.1 0.490
C -2.82610 0.98740 -1.75454 0.6 -2.2 -1.5 -0.065
H -3.42066 3.51155 0.41125 -0.2 0.2 0.1 0.488
H 0.36240 1.26556 -0.98559 0.6 -0.5 -0.4 0.227
H -3.70640 2.86501 1.80444 -0.1 0.2 0.1 0.497
O 2.62434 1.56299 -1.67554 0.0 0.2 0.1 -0.949
H 3.28213 2.04902 1.96417 0.5 0.4 0.1 0.503
H -0.21197 -2.28722 -1.54033 0.0 0.0 0.2 0.506

53
Properties=species:S:1:pos:R:3:forces:R:3:nbo_charge:R:1 method="wB97M-V/def2-TZVPD" lumo_ev=-2.5 e_homo_ev=-11.332 relative_energy_ev=0.000 gap_ev=8.853 total_charge=+1
O 1.83546 -1.32087 -2.25146 -0.5 0.5 0.0 -1.000
O 1.83879 -0.65621 0.30769 -0.3 -0.6 0.3 -1.030
H -2.11628 3.11117 -1.47581 0.0 0.0 0.1 0.413
C -1.78152 0.87466 0.00397 -0.4 -0.4 0.6 0.049
H 1.89468 3.00106 -0.35441 0.0 -0.1 0.0 0.498
O 2.08309 1.34406 -3.16918 0.1 -0.7 0.6 -0.983
H -2.68811 4.02340 -0.16822 0.3 0.1 0.2 0.402
O 2.34005 2.15586 -0.45100 0.6 -0.7 -0.6 -0.976
H 0.56030 -2.88459 -4.40416 0.1 -0.7 -0.3 0.495
H 0.93726 1.61574 4.19523 0.0 -0.4 0.3 0.467
N -1.62999 -0.12684 1.14007 1.3 1.0 -2.3 -0.737
H 0.82091 4.38934 -2.49998 0.1 -0.1 -0.2 0.486
H 1.92457 0.30008 0.27491 -0.1 0.3 -0.4 0.508
H -1.64721 1.29035 4.29961 -0.2 -0.2 0.3 0.506
H 1.83377 -1.76382 1.64759 -1.2 -0.7 -0.5 0.505
H 1.13819 -1.83530 -2.72906 0.9 -0.5 0.5 0.522
H 0.11472 2.94303 0.92030 0.1 0.0 0.0 0.499
O -2.19268 0.73807 3.73701 0.0 -0.1 -1.0 -0.973
O 0.79280 1.08399 3.40140 0.4 0.7 0.0 -0.975
H 2.04901 0.36646 -3.18664 -0.2 0.4 -0.4 0.489
N -2.40588 3.12420 -0.50972 0.4 0.3 -0.1 -0.809
H -1.91974 0.30196 2.01986 -0.5 -0.4 0.6 0.466
H -1.55778 0.90260 -2.15445 -0.3 0.6 -0.2 0.242
H 1.06466 -3.13352 0.00360 0.5 -0.2 0.7 0.497
H 2.44137 1.42095 -2.26932 0.0 0.6 -0.1 0.482
H 3.12354 2.16831 0.10720 0.0 0.3 0.0 0.489
O 1.42987 -2.51394 2.18046 1.6 1.6 -0.1 -1.002
C -1.87683 0.25922 -1.35205 0.8 -1.0 0.2 -0.673
H 0.71510 -4.11568 -3.38230 0.1 0.0 -0.4 0.508
H -0.60716 -0.23494 1.23898 -0.4 -0.7 0.2 0.437
O 0.30560 3.68008 -2.10890 -0.2 -0.2 0.7 -0.989
H -1.86270 2.34398 1.40567 -0.2 0.6 0.3 0.211
H 1.61796 -0.99791 -0.59015 0.2 0.8 0.1 0.503
H -2.99420 0.41233 4.14908 0.1 0.3 0.6 0.501
H -1.47896 -3.38199 1.36673 -0.4 0.0 0.0 0.487
H 2.56910 -1.88692 -1.99422 -0.1 -0.4 -0.5 0.496
H -0.45276 -2.52491 2.06168 -0.3 0.1 0.3 0.502
C -1.92311 2.16699 0.34498 -1.1 -1.4 -0.4 -0.032
H -1.13674 -0.55505 -1.39526 0.0 0.2 0.1 0.218
O 0.72913 -3.90396 -0.45242 -0.4 -0.2 -0.8 -0.973
H -1.91723 -2.30503 -1.44506 0.6 -0.3 -0.8 0.481
H -2.02747 -1.09214 0.91825 0.6 1.0 0.7 0.502
H 1.24740 3.86989 1.42835 -0.2 0.1 0.2 0.488
H 0.77080 2.84641 -2.28394 0.1 0.2 -0.5 0.501
O -1.41434 -2.56740 1.87329 0.7 -0.5 0.6 -0.979
H -2.82144 -0.23888 -1.59524 -0.2 0.5 0.2 0.232
O -1.74866 -2.84629 -0.68578 -0.8 -0.2 1.0 -1.006
O 0.43880 -3.20520 -3.50634 -0.5 0.8 0.3 -0.966
O 0.89301 2.97629 1.49364 -0.2 0.6 0.2 -0.967
H -0.87896 -3.28192 -0.61113 -0.1 0.3 -1.0 0.505
H 1.11077 -4.71706 -0.10908 0.2 0.3 0.4 0.505
H 1.09253 1.73911 2.73537 -0.4 -0.5 0.0 0.492
H 1.99419 -2.27341 2.93567 -0.6 -1.0 0.6 0.488

54
Properties=species:S:1:pos:R:3:forces:R:3:lowdin_spin:R:1 method="wB97M-V/def2-TZVPD" lumo_ev="-3.4 / -7.0" e_homo_ev="-12.612 / -12.599" gap_ev="9.260 / 5.592" total_charge=+1 spin_multiplicity=2
H -2.28453 -1.97168 -1.70739 0.0 -0.2 0.2 0.000
H 3.79946 -1.08078 -2.53348 -0.4 -0.3 0.5 0.000
H -0.77567 -4.53650 1.68755 0.6 0.5 -0.2 0.000
O 4.09356 -0.24023 0.37931 -0.2 0.2 0.0 0.000
H 1.61465 -2.00891 -2.47366 -0.2 -0.1 -0.1 0.000
H 3.53290 0.18411 1.06091 0.1 -0.1 0.1 0.000
O -1.01655 -0.44323 -3.89109 0.0 0.1 0.8 0.001
O 0.71744 -2.34270 -2.69056 -0.6 0.8 -0.3 0.000
H -0.00650 2.77041 1.22185 0.2 -0.1 1.5 0.001
H -1.60028 2.96194 -0.40331 -0.8 -1.1 -0.4 0.002
H -0.29655 -3.49252 0.61041 -0.1 -0.5 0.5 0.000
H -2.78721 1.20744 -1.42990 -0.1 0.1 -0.1 0.000
O -3.22877 0.23769 1.38519 -0.1 0.2 -0.2 0.000
O -0.90563 -2.29284 -0.62540 0.2 -0.1 -0.2 0.001
H 1.17205 -0.84500 -0.28700 0.2 -0.2 -0.1 0.000
H -2.45617 0.24799 2.00322 0.0 -0.1 0.3 0.000
H -4.01207 0.27170 1.93999 -0.1 0.0 0.1 0.000
O -1.17991 0.37705 3.10489 0.5 0.1 -0.4 0.000
O -2.89298 1.86146 -0.72539 0.7 0.6 0.0 0.000
C -0.81968 -1.09993 0.15982 0.2 -0.5 -0.1 0.002
O 0.78421 -1.66473 2.85066 0.0 -0.3 -0.4 0.000
H 0.63734 3.21826 2.59634 -0.1 0.2 0.1 0.000
N 0.37630 -0.29567 0.00203 -0.4 -0.2 0.2 0.006
O 0.42473 2.45471 2.05050 -0.7 0.4 -0.1 0.003
H -0.72290 1.32757 -0.59702 -0.3 -0.2 0.1 0.002
H -0.57532 -0.40652 3.06948 -0.1 0.4 0.1 0.000
H 3.51026 -1.02707 -1.00783 0.2 -0.1 0.0 0.000
O -0.85594 3.57548 -0.11345 -11.4 0.3 7.1 0.028
H 1.83483 1.30817 2.11637 0.4 -0.4 0.5 0.000
O 3.21373 -1.44645 -1.84238 0.2 0.4 -0.7 0.000
H 0.48721 -2.54726 2.50149 0.2 0.3 0.3 0.000
H -3.80302 -1.66469 -1.84021 0.5 0.0 -0.4 0.000
C 1.36047 1.84709 -0.49138 0.4 0.0 -0.7 0.095
H -1.33378 4.40625 0.05686 -0.1 0.3 0.3 0.000
S 1.07330 3.42401 -1.26331 9.0 -0.9 -5.3 0.766
H -1.21545 -0.49733 -4.82211 -0.2 -0.1 -0.4 0.000
H -3.07044 1.32940 0.08851 -0.2 -0.2 0.2 0.000
H 4.85167 -0.58284 0.85611 0.2 -0.1 0.0 0.000
H -0.11059 3.70483 -0.65908 2.4 1.5 -2.6 0.030
H -0.64635 1.14057 2.78985 -0.3 -0.7 0.4 0.000
O -2.94910 -1.57592 -2.30316 -0.6 0.2 0.4 0.000
O -0.03202 -3.94687 1.44992 -0.6 0.0 -0.2 0.000
H -1.81452 -0.74672 -3.40401 0.1 0.0 -0.5 0.000
H 0.20713 0.63225 -1.89640 0.1 0.1 -0.4 0.002
H 0.23626 -1.66081 -3.24084 0.7 -0.7 0.4 0.000
H 2.32651 1.50947 -0.86332 -0.1 -0.2 0.1 -0.001
C 0.21903 0.86374 -0.83611 0.7 0.0 0.1 0.041
H 2.40282 0.29554 3.13654 0.0 0.0 0.1 0.000
H -0.88166 -1.43566 1.19051 -0.1 0.0 0.0 0.000
H -0.26894 -2.36291 -1.41049 0.1 0.4 0.3 0.000
H -1.69439 -0.48823 -0.04151 0.1 0.1 -0.1 0.000
H 1.30436 -1.30226 2.11789 -0.1 0.0 0.1 0.000
H 1.40401 2.00468 0.59023 0.3 -0.2 -0.9 0.021
O 2.65265 0.84443 2.38333 -0.4 0.2 -0.1 0.001

57
Properties=species:S:1:pos:R:3:forces:R:3:nbo_charge:R:1 method="wB97M-V/def2-TZVPD" lumo_ev=-0.4 e_homo_ev=-9.889 relative_energy_ev=3.137 gap_ev=9.501
H -3.63778 2.94106 -1.22280 -2.0 -0.1 -1.0 0.487
H -0.14736 3.45046 -0.07478 1.7 0.6 1.2 0.486
H 0.69112 -2.68807 -0.49484 -0.1 -0.3 0.3 0.483
H 3.56017 -2.55077 -1.26806 -0.5 -0.4 0.4 0.473
H 1.31162 3.29835 0.61892 -1.6 0.9 -0.5 0.474
H 3.68297 2.26357 -0.84673 2.0 -0.9 2.2 0.092
H 1.50748 1.58815 3.78829 0.0 -2.0 -0.7 0.456
H -0.39361 -0.66403 1.90337 -0.5 -0.4 0.0 0.484
C 2.37506 0.74652 -2.19645 -3.8 3.2 -2.4 -0.445
H 0.25265 1.17524 -2.49365 -0.5 1.0 0.4 0.274
O 0.48478 -0.80234 0.24789 2.1 2.0 -3.9 -0.683
H 3.14258 0.17285 -1.93198 2.6 -2.8 2.7 0.240
O -2.92982 3.15038 -0.66507 3.5 -2.3 -2.2 -0.968
O -2.32250 -2.17421 -0.80015 2.5 2.7 1.1 -0.976
S 2.88581 2.60187 -1.74316 -2.8 -1.4 -2.9 -0.063
H 3.95515 -1.51699 -0.15969 -0.6 -0.5 1.0 0.490
H 0.69001 2.66281 4.32847 -0.8 0.6 0.4 0.476
O 3.01368 -1.60963 1.34704 -0.6 -2.1 -0.4 -0.979
H -0.12359 -3.42403 -3.31115 1.5 -1.4 0.6 0.468
H 3.76632 1.68056 1.71574 -0.4 -0.5 -0.2 0.484
O 1.14651 -3.50333 -0.23356 1.5 1.2 -1.9 -0.966
O -1.26478 -1.07017 2.06402 0.4 -1.1 -0.2 -0.984
O 1.57557 2.47367 4.05559 0.7 1.4 0.3 -0.932
H -3.14083 3.65031 0.04528 -1.5 2.4 3.2 0.480
H -1.17208 -0.61060 5.28441 0.3 -0.5 -0.7 0.477
H -1.56437 -3.24581 -3.61680 0.2 0.4 0.1 0.471
H -4.24796 1.09299 -1.27309 1.6 -0.8 2.6 0.482
H 2.50266 0.51835 -3.27534 -0.3 1.2 0.1 0.228
O -0.36884 1.18188 0.12206 1.7 0.6 -1.7 -0.756
O -4.52441 1.08311 -2.14151 -1.1 0.1 -4.9 -0.965
O -4.32437 -0.76776 0.70135 -1.4 -3.3 1.9 -0.958
H -1.07146 -2.01731 1.81353 -0.6 1.3 0.8 0.500
H -1.67107 1.26685 -1.20043 -0.1 0.4 0.6 0.503
H 0.61925 -3.96825 0.36727 -1.4 -1.0 1.5 0.480
H -3.16135 -1.98607 -1.19923 -0.8 0.4 -0.1 0.497
H -1.39316 -3.25952 0.49409 -1.1 -1.6 0.6 0.491
C 0.44788 0.19457 -0.53173 -3.7 -1.7 4.3 0.865
H 3.11820 -0.70315 1.55556 -0.2 1.6 0.4 0.484
H -2.26127 1.54864 -2.55921 0.8 -1.0 0.7 0.475
H -4.46184 -1.65855 1.27891 0.5 3.2 -2.1 0.486
O 4.18311 -1.88487 -1.00534 1.4 0.6 -1.8 -0.988
O -1.59387 -3.96535 1.18477 0.6 -0.3 -1.6 -0.987
H -3.87742 0.72268 -2.82444 -1.2 0.4 2.4 0.491
H -1.93114 -0.55283 3.80916 0.9 -0.5 0.7 0.507
O -1.83505 0.82134 -2.03164 -1.0 0.9 -1.5 -0.981
O -0.72689 -2.76200 -3.55555 -1.5 1.0 -0.6 -0.937
O 0.51550 3.89754 0.54034 -0.2 -1.3 -0.7 -0.961
C 0.76966 0.39561 -2.00013 4.0 0.5 1.4 -0.540
H -3.44214 -0.52507 0.95137 0.9 0.2 0.4 0.473
H -1.77627 -4.79854 0.65654 0.3 1.7 0.9 0.488
H -1.93301 -1.23278 -0.52919 -1.5 -3.0 -1.1 0.488
H 3.41455 1.10232 2.97081 0.9 0.7 5.9 0.472
H -0.34518 1.14814 1.10700 0.2 -0.4 -1.1 0.515
H 2.16918 -1.75719 0.87019 0.7 0.2 0.5 0.496
O -1.90735 -0.31078 4.75379 -1.2 0.9 0.0 -0.995
O 3.26323 0.95016 2.11858 -0.4 0.2 -5.6 -0.935
H 0.56448 -0.43502 -2.63811 -0.2 -1.2 0.3 0.283